# 1
Computed, not measured: a structure of composition C10H21N3O4 at a distorted geometry, with ωB97M-V with the def2-TZVPD basis set.

The geometry in XYZ format:
```
38
Properties=species:S:1:pos:R:3:forces:R:3
C 0.766 -1.110 0.258 3.05 -0.79 1.49
O -1.017 1.978 -1.155 -3.08 1.82 0.36
N 0.852 -2.391 -0.257 -3.18 -8.09 -2.86
H -1.477 -1.447 -0.784 -0.21 -3.99 -1.10
H 0.377 -3.400 0.229 1.46 4.58 -1.36
H 3.606 -1.267 1.183 -0.38 -0.91 0.10
O -3.372 -1.472 1.006 -5.92 2.11 -0.97
H -5.290 0.405 -1.045 1.04 -0.31 3.93
H 0.842 -1.335 1.310 0.04 0.45 0.85
C 3.405 -1.433 0.111 -0.11 1.28 1.99
H 2.243 0.563 0.292 0.46 -2.57 -0.39
H 4.691 0.914 1.501 -1.48 0.57 0.66
O -0.235 0.806 0.829 -0.39 4.24 3.04
H 4.146 1.111 -0.923 1.54 -0.48 0.76
C -3.561 -0.005 0.572 -0.32 -0.74 4.16
C -2.307 1.657 -0.594 3.09 0.74 -1.00
C 4.655 -0.956 -0.540 2.81 0.23 3.03
H -5.761 -0.476 0.749 1.72 1.81 -1.22
N 5.458 1.153 0.913 -0.62 -2.12 -1.98
H 0.683 -2.591 -1.308 0.44 1.05 2.26
C -0.387 -0.167 0.212 0.46 -3.58 -2.36
N -1.453 -0.546 -0.537 -0.88 3.91 0.49
H 5.597 -1.449 0.002 -1.94 0.22 -1.59
H -3.367 0.897 1.389 0.32 -3.30 -1.28
H -0.896 2.964 -0.904 -0.29 -2.27 -0.52
C -4.965 0.301 0.218 -4.61 2.91 0.29
H 6.073 0.458 1.357 0.69 0.26 -0.68
C 2.206 -0.552 -0.150 -2.80 4.32 -1.00
H 4.501 -1.215 -1.518 0.69 -0.76 -2.85
O -2.935 2.439 0.028 -0.70 1.89 0.11
C -2.711 0.219 -0.580 1.63 -1.73 -3.13
H 3.301 -2.479 -0.158 -0.50 0.04 0.36
C 5.022 0.503 -0.490 0.73 2.54 0.42
H -4.893 -1.744 0.940 5.39 0.66 0.37
H 2.004 -0.222 -1.225 0.81 -0.92 0.65
H -5.167 1.516 0.890 -0.10 -3.84 -2.69
H 5.958 0.674 -1.107 -1.34 -0.18 0.40
H -3.442 -0.132 -1.472 2.45 0.94 1.25
```
Positions in Å, forces in eV/Å.

- HOMO-LUMO gap: 8.2 eV
- Spin multiplicity: 1
- HOMO level: -0.3212 hartree
- E_LUMO: -0.56 eV

***

# 2
Computed, not measured: the ion C10H21NO2P with charge -1 at a distorted geometry, with ωB97M-V with the def2-TZVPD basis set.

The geometry in XYZ format:
```
35
Properties=species:S:1:pos:R:3:forces:R:3
H 3.538 0.361 1.388 0.10 0.77 0.80
H 1.143 2.246 -0.696 1.10 0.46 0.60
H -1.413 -1.513 1.351 1.72 0.41 0.75
H -4.711 -1.431 -0.861 0.64 1.10 1.05
H 3.301 1.236 -1.924 0.67 0.49 -0.75
C -2.201 -1.904 0.798 -0.92 0.86 -0.54
H -2.874 1.378 0.257 0.60 -0.29 -0.95
H 4.130 1.521 0.119 0.70 1.82 0.00
H 2.665 -0.404 -2.038 0.41 -1.46 -1.79
P 1.522 -1.263 0.087 -0.54 -0.14 -0.56
H 0.381 0.623 1.646 -0.84 1.13 0.27
C -2.743 -0.726 -0.139 -0.86 -0.43 3.21
H -0.824 1.722 -0.964 0.04 -0.51 0.12
H 1.576 1.051 -2.193 -0.07 -0.48 -0.57
H -2.889 -2.318 1.480 -1.49 0.07 0.85
C -0.730 0.944 -0.184 -1.78 -0.67 0.39
H 2.140 2.255 0.971 -0.62 -0.20 -1.64
H -4.769 0.299 -0.316 0.60 -0.95 0.49
H -0.234 2.462 1.220 0.18 -0.83 0.80
C 1.510 1.687 0.193 -0.38 0.74 2.07
N -2.337 -1.130 -1.350 0.34 -0.08 -1.97
H 4.408 -0.159 0.141 0.83 -1.22 -1.15
O 2.537 -2.282 -0.849 0.52 0.65 0.04
C 0.147 1.459 0.939 2.00 -1.03 -2.11
H 1.907 -2.931 -1.148 -0.14 -0.34 -0.32
H -4.723 -1.130 0.858 0.22 0.50 0.32
C 2.319 0.458 -0.292 0.15 0.38 0.49
H -1.907 -2.734 0.248 0.99 -1.31 -1.24
O 1.878 -1.563 1.510 0.26 0.09 1.46
C 2.466 0.585 -1.782 -0.54 0.96 0.89
H -2.085 0.765 1.445 0.29 -1.39 1.16
C -4.316 -0.701 -0.055 -0.93 -0.68 -2.17
C -2.093 0.574 0.391 -2.22 2.50 -0.94
C 3.706 0.597 0.348 -1.81 -1.88 1.03
H -0.424 -0.035 -0.599 0.75 0.95 -0.08
```
Positions in Å, forces in eV/Å.

- HOMO-LUMO gap (alpha / beta): 5.1 / 5.2 eV
- Spin multiplicity: 1
- HOMO level (alpha / beta): -0.0939 / -0.0950 hartree
- Total charge: -1
- E_LUMO (alpha / beta): 2.53 / 2.61 eV

***

# 3
Computed, not measured: a cluster of 2 separate species, C10H22BCl3FO2 in total at a distorted geometry, with ωB97M-V with the def2-TZVPD basis set.

The geometry in XYZ format:
```
39
Properties=species:S:1:pos:R:3:forces:R:3
H 0.948 -0.261 3.325 -0.05 -0.15 0.02
H 0.064 1.098 -3.256 0.49 1.89 0.64
H 1.323 0.118 -1.411 2.25 1.07 -0.90
H 0.259 2.926 -3.737 -0.08 -1.65 1.94
C -2.490 0.651 -2.223 -1.63 -0.04 1.70
C -1.489 -0.486 -1.567 -0.80 -1.08 -0.70
H 0.736 -2.491 0.535 0.03 -0.01 0.00
H 0.876 0.678 1.807 -0.10 -0.10 0.23
H 2.719 -0.102 -2.686 -0.51 1.58 1.59
C 0.295 2.159 -2.823 2.56 -0.43 -1.50
B -0.673 2.652 -1.592 -0.08 0.81 -1.29
C -0.152 -2.579 4.626 0.23 0.06 0.00
H -0.613 -0.776 -2.308 -1.71 0.90 1.73
C -2.240 2.177 -1.686 -0.34 -1.30 1.36
H 2.179 2.970 -1.604 -0.58 -1.91 -1.75
H 3.044 0.703 -0.911 -1.04 -0.38 -1.95
H -2.669 2.214 -0.573 0.63 -0.22 -2.49
H -1.128 -0.246 -0.480 -0.55 -0.10 -2.25
C 0.315 0.020 2.480 0.22 0.17 -0.11
C 0.787 -3.236 2.551 0.50 0.45 -0.01
H 0.088 -1.971 5.503 0.07 -0.11 -0.13
H -0.543 -3.544 4.962 -0.14 -0.03 0.05
H -0.187 -3.735 2.490 0.00 0.14 -0.01
C 1.909 2.120 -2.387 -0.55 -0.62 -0.07
Cl -3.226 3.473 -2.622 0.37 -1.22 0.52
H 1.873 -1.614 1.572 -0.09 -0.06 0.10
Cl 0.037 2.270 0.124 0.01 -0.29 0.38
H -0.684 3.850 -1.638 0.05 0.30 0.20
H -2.154 -1.473 -1.475 1.41 2.05 -0.24
H -3.587 0.348 -1.862 2.34 0.63 -1.11
H -0.552 0.563 2.857 -0.01 -0.05 -0.16
Cl -2.586 0.537 -4.108 0.29 -0.07 1.71
O -0.148 -1.116 1.755 0.47 -0.39 0.25
C 0.883 -2.086 1.542 -0.69 -0.02 0.12
O 1.044 -2.783 3.884 -0.45 -0.03 -0.17
F 2.768 2.408 -3.586 -1.20 -0.46 1.76
C 2.331 0.599 -1.833 -1.39 0.71 0.55
H -0.916 -2.059 4.042 0.09 -0.04 -0.02
H 1.558 -3.975 2.311 -0.02 0.01 -0.01
```
Positions in Å, forces in eV/Å.

- HOMO-LUMO gap: 8.2 eV
- Spin multiplicity: 1
- HOMO level: -0.1986 hartree
- Total charge: -1
- E_LUMO: 2.76 eV

***

# 4
Computed, not measured: a cluster of 4 separate species, C10H22Br4N2O2 in total at a distorted geometry, with ωB97M-V with the def2-TZVPD basis set.

The geometry in XYZ format:
```
40
Properties=species:S:1:pos:R:3:forces:R:3
C 22.290 -2.322 23.239 0.42 0.71 0.27
O 17.570 -0.705 21.325 0.33 -0.10 -0.19
H 14.005 0.605 23.431 -0.81 -0.45 -0.63
C 17.037 -0.541 22.402 -0.61 0.26 -0.69
H 15.883 3.443 25.024 -0.46 -0.30 0.53
N 14.319 1.939 24.858 -0.41 0.14 4.00
C 13.398 1.307 24.003 -0.24 0.61 -1.44
H 17.807 -3.230 23.817 -0.02 -0.09 0.34
H 19.186 -2.146 24.009 -0.13 0.36 0.12
H 21.487 -2.515 22.529 0.18 0.30 0.33
C 16.677 -1.013 24.813 -2.14 -0.70 -0.91
C 14.451 1.316 26.096 3.86 3.26 1.13
H 16.199 0.171 22.462 0.02 0.23 0.56
O 15.376 1.669 26.885 -2.66 -1.25 -1.62
Br 20.531 -4.106 20.763 0.47 -0.72 -1.60
H 20.865 -3.566 17.728 0.18 -0.07 -0.89
C 23.640 -2.069 22.559 -1.11 0.94 -0.09
H 22.405 -3.156 23.931 -0.22 0.22 0.20
H 18.568 -2.604 22.423 -0.26 0.70 -0.13
Br 23.314 -0.808 21.031 0.44 -0.63 0.67
H 16.023 -0.142 24.825 0.89 0.63 -0.13
N 17.279 -1.250 23.510 1.98 -0.13 0.46
H 14.449 4.062 24.178 -0.55 -0.43 0.17
C 18.276 -2.324 23.435 -0.40 -0.71 0.14
C 21.410 -4.981 19.163 2.09 -0.41 0.53
H 17.279 -1.097 25.717 0.37 0.20 -0.51
H 12.561 0.859 24.538 0.22 -0.22 -0.07
H 13.747 0.517 26.373 0.02 0.12 -0.50
H 13.000 2.103 23.374 -0.27 -0.42 -0.47
H 22.326 -5.437 19.541 0.29 0.57 0.58
H 20.930 -5.933 18.937 -1.09 0.77 -0.63
H 24.098 -2.966 22.142 -0.21 0.09 0.04
Br 21.755 -0.666 24.346 0.40 -1.44 -0.87
H 22.363 -3.113 18.396 0.22 -0.45 0.40
H 15.878 -1.754 24.823 0.06 -0.69 0.90
C 15.025 3.166 24.412 1.07 -1.96 -0.40
Br 22.849 -4.702 16.588 -0.19 -0.33 0.07
H 24.289 -1.574 23.280 0.19 -0.03 -0.40
C 21.822 -3.988 18.036 -2.05 0.50 1.39
H 15.490 2.740 23.523 0.16 0.91 -0.67
```
Positions in Å, forces in eV/Å.

- HOMO-LUMO gap: 9.6 eV
- Spin multiplicity: 1
- Structure (SMILES): CN(C)C=O.CN(C)C=O.BrCCBr.BrCCBr
- HOMO level: -0.3392 hartree
- E_LUMO: 0.40 eV